No. 1
{
  "formula": "C32H46B3FN8O3",
  "method": "ωB97M-V/def2-TZVPD",
  "species": ["C", "C", "N", "B", "O", "B", "O", "B", "C", "C", "F", "O", "H", "H", "H", "H", "H", "H", "H", "H", "H", "H", "H", "N", "C", "C", "C", "C", "H", "H", "H", "H", "H", "N", "C", "C", "C", "C", "H", "H", "H", "H", "H", "N", "C", "C", "C", "C", "H", "H", "H", "H", "H", "N", "C", "C", "C", "C", "H", "H", "H", "H", "H", "N", "C", "C", "C", "C", "H", "H", "H", "H", "H", "N", "C", "C", "C", "C", "H", "H", "H", "H", "H", "N", "C", "C", "C", "C", "H", "H", "H", "H", "H"],
  "coordinates": [[0.163, 1.597, -1.570], [-1.052, 1.204, -0.649], [-0.697, 0.496, 0.598], [-0.432, -0.929, 0.402], [-0.760, -1.808, 1.495], [0.302, -2.755, 1.555], [1.567, -2.275, 1.072], [1.372, -2.143, -0.345], [2.448, -2.677, -1.408], [1.765, -3.885, -2.172], [2.280, -5.117, -1.729], [0.157, -1.525, -0.748], [1.134, 1.679, -1.043], [-0.073, 2.592, -2.020], [0.219, 0.878, -2.420], [-1.790, 0.613, -1.229], [-1.569, 2.151, -0.367], [0.029, 0.968, 1.126], [0.170, -3.848, 1.988], [3.362, -3.061, -0.908], [2.696, -1.842, -2.103], [1.899, -3.831, -3.269], [0.690, -3.890, -1.897], [-6.059, 0.772, -0.340], [-4.758, 1.195, -0.306], [-4.668, 2.341, -1.054], [-5.965, 2.623, -1.553], [-6.802, 1.639, -1.094], [-6.414, -0.047, 0.118], [-4.012, 0.644, 0.245], [-3.770, 2.915, -1.222], [-6.252, 3.453, -2.178], [-7.858, 1.481, -1.239], [3.754, 2.752, 1.160], [3.746, 4.013, 1.697], [4.428, 4.839, 0.842], [4.858, 4.050, -0.255], [4.426, 2.767, -0.033], [3.333, 1.942, 1.575], [3.260, 4.212, 2.638], [4.598, 5.893, 0.987], [5.421, 4.384, -1.111], [4.539, 1.868, -0.616], [-3.023, -3.750, -0.215], [-2.397, -4.965, -0.248], [-3.230, -5.853, -0.881], [-4.401, -5.143, -1.249], [-4.243, -3.847, -0.827], [-2.644, -2.914, 0.196], [-1.417, -5.093, 0.182], [-3.021, -6.895, -1.061], [-5.262, -5.537, -1.764], [-4.891, -2.990, -0.908], [0.596, 3.219, 3.647], [-0.758, 3.049, 3.538], [-1.363, 3.897, 4.429], [-0.336, 4.612, 5.096], [0.862, 4.175, 4.591], [1.286, 2.723, 3.117], [-1.172, 2.338, 2.840], [-2.425, 3.995, 4.582], [-0.460, 5.363, 5.860], [1.875, 4.459, 4.822], [-5.247, 5.077, 5.372], [-4.298, 6.062, 5.340], [-4.911, 7.225, 4.950], [-6.283, 6.931, 4.743], [-6.460, 5.598, 5.014], [-5.079, 4.119, 5.620], [-3.273, 5.852, 5.596], [-4.428, 8.181, 4.827], [-7.053, 7.618, 4.431], [-7.341, 4.978, 4.982], [5.291, -5.154, -0.382], [6.255, -4.389, -0.981], [7.467, -4.741, -0.444], [7.226, -5.761, 0.510], [5.874, -5.996, 0.525], [4.305, -5.106, -0.579], [5.995, -3.662, -1.733], [8.421, -4.315, -0.710], [7.960, -6.266, 1.118], [5.280, -6.686, 1.100], [2.297, -3.614, -6.267], [3.600, -3.196, -6.221], [3.694, -2.033, -6.942], [2.399, -1.736, -7.436], [1.557, -2.727, -7.001], [1.939, -4.443, -5.829], [4.344, -3.761, -5.683], [4.594, -1.459, -7.096], [2.115, -0.890, -8.042], [0.500, -2.878, -7.151]],
  "lowdin_charge": [-0.072, -0.252, 0.112, -0.603, 0.209, -0.266, 0.202, -0.487, -0.006, -0.153, -0.072, 0.251, 0.069, 0.076, 0.077, 0.116, 0.103, 0.110, 0.118, 0.097, 0.121, 0.109, 0.115, 0.001, -0.148, -0.114, -0.109, -0.140, 0.141, 0.098, 0.082, 0.091, 0.106, -0.005, -0.141, -0.104, -0.107, -0.145, 0.131, 0.087, 0.093, 0.093, 0.104, 0.017, -0.137, -0.109, -0.111, -0.138, 0.125, 0.100, 0.091, 0.090, 0.101, 0.002, -0.132, -0.107, -0.106, -0.143, 0.118, 0.096, 0.069, 0.091, 0.102, 0.002, -0.146, -0.109, -0.114, -0.143, 0.141, 0.090, 0.090, 0.089, 0.103, 0.006, -0.149, -0.115, -0.115, -0.139, 0.110, 0.102, 0.089, 0.089, 0.105, -0.006, -0.148, -0.114, -0.113, -0.142, 0.137, 0.104, 0.090, 0.090, 0.105],
  "homo_energy_ev": -8.23,
  "total_energy_ha": -2085.33862
}

---

No. 2
{
  "formula": "C3H9N3O2",
  "method": "ωB97M-V/def2-TZVPD",
  "species": ["C", "C", "N", "N", "C", "N", "O", "O", "H", "H", "H", "H", "H", "H", "H", "H", "H"],
  "coordinates": [[0.080, -0.187, 1.193], [0.707, -1.567, 1.213], [-1.038, 1.059, -0.480], [-1.278, -0.058, 1.060], [0.688, 0.679, -0.393], [0.947, -0.275, -1.378], [-1.697, 1.341, -1.705], [1.423, 1.632, -0.201], [-1.993, 2.264, -1.702], [-1.057, 1.915, 0.080], [-1.672, -0.861, 0.566], [0.488, 0.497, 1.935], [1.644, 0.029, -2.042], [0.148, -0.720, -1.801], [1.786, -1.493, 1.075], [0.314, -2.193, 0.410], [0.511, -2.062, 2.168]],
  "lowdin_charge": [-0.361, -0.086, -0.026, 0.103, -0.582, 0.127, -0.031, 0.022, 0.097, 0.127, 0.081, 0.118, 0.102, 0.091, 0.079, 0.067, 0.072],
  "homo_energy_ev": -8.43,
  "relative_energy_kj_mol": 672.0,
  "total_energy_ha": -434.27023
}

---

No. 3
{
  "formula": "C4H3N3O3",
  "method": "ωB97M-V/def2-TZVPD",
  "species": ["O", "C", "N", "C", "O", "C", "N", "C", "N", "H", "O", "H", "H"],
  "coordinates": [[5.073, 2.691, -3.128], [4.224, 2.090, -2.522], [4.536, 1.310, -1.396], [3.605, 0.634, -0.848], [2.497, 0.305, -1.572], [2.075, 1.269, -2.412], [2.885, 2.069, -2.980], [0.694, 1.674, -2.100], [-0.191, 2.429, -1.925], [3.296, 0.838, 0.189], [1.065, 1.905, 0.795], [0.862, 1.004, 1.070], [0.301, 2.474, 0.264]],
  "lowdin_charge": [0.135, -0.488, 0.194, -0.113, 0.047, -0.306, 0.244, -0.069, 0.193, 0.152, -0.137, 0.032, 0.117],
  "homo_energy_ev": -10.88,
  "relative_energy_kj_mol": 431.3,
  "total_energy_ha": -544.09346,
  "smiles": "N#Cc1nc(=O)nco1.O"
}

---

No. 4
{
  "formula": "C6H10O",
  "method": "ωB97M-V/def2-TZVPD",
  "species": ["C", "C", "C", "C", "C", "C", "O", "H", "H", "H", "H", "H", "H", "H", "H", "H", "H"],
  "coordinates": [[-1.959, -0.395, -0.330], [-1.422, 1.001, -0.314], [-0.314, 1.433, 0.307], [0.784, 0.610, -0.132], [1.011, -0.713, -0.117], [2.332, -1.139, -0.567], [3.120, -0.425, -1.158], [-3.043, -0.264, -0.301], [-1.683, -0.948, 0.572], [-1.706, -1.007, -1.203], [-1.971, 1.737, -0.880], [-0.148, 2.485, 0.540], [0.035, 0.266, 2.107], [1.477, 1.212, -0.717], [0.332, -1.466, 0.272], [0.493, -0.324, 2.067], [2.614, -2.167, -0.262]],
  "lowdin_charge": [-0.089, -0.127, -0.157, -0.143, -0.140, -0.289, 0.010, 0.080, 0.070, 0.090, 0.107, 0.112, 0.070, 0.132, 0.082, 0.078, 0.115],
  "homo_energy_ev": -8.78,
  "relative_energy_kj_mol": 348.2,
  "total_energy_ha": -309.70975,
  "smiles": "C/C=C\\C=C\\C=O.[H][H]"
}

---

No. 5
{
  "formula": "C3H5NS",
  "method": "ωB97M-V/def2-TZVPD",
  "species": ["C", "C", "C", "N", "S", "H", "H", "H", "H", "H"],
  "coordinates": [[-0.902, 1.037, -0.013], [-0.299, -0.184, -0.083], [0.888, -1.005, -0.114], [-2.290, 0.981, -0.151], [-2.806, -0.704, 0.025], [-0.291, 1.998, -0.121], [0.782, -2.087, 0.234], [1.457, -0.886, -1.136], [1.537, -0.557, 0.532], [-2.934, 1.647, 0.288]],
  "lowdin_charge": [-0.293, -0.121, -0.121, -0.487, 0.543, 0.137, 0.121, 0.121, 0.034, 0.065],
  "homo_energy_ev": [-7.67, -7.67],
  "relative_energy_kj_mol": 383.6,
  "total_energy_ha": -570.08846
}

---

Copy entry 4 word for word.
{
  "formula": "C6H10O",
  "method": "ωB97M-V/def2-TZVPD",
  "species": ["C", "C", "C", "C", "C", "C", "O", "H", "H", "H", "H", "H", "H", "H", "H", "H", "H"],
  "coordinates": [[-1.959, -0.395, -0.330], [-1.422, 1.001, -0.314], [-0.314, 1.433, 0.307], [0.784, 0.610, -0.132], [1.011, -0.713, -0.117], [2.332, -1.139, -0.567], [3.120, -0.425, -1.158], [-3.043, -0.264, -0.301], [-1.683, -0.948, 0.572], [-1.706, -1.007, -1.203], [-1.971, 1.737, -0.880], [-0.148, 2.485, 0.540], [0.035, 0.266, 2.107], [1.477, 1.212, -0.717], [0.332, -1.466, 0.272], [0.493, -0.324, 2.067], [2.614, -2.167, -0.262]],
  "lowdin_charge": [-0.089, -0.127, -0.157, -0.143, -0.140, -0.289, 0.010, 0.080, 0.070, 0.090, 0.107, 0.112, 0.070, 0.132, 0.082, 0.078, 0.115],
  "homo_energy_ev": -8.78,
  "relative_energy_kj_mol": 348.2,
  "total_energy_ha": -309.70975,
  "smiles": "C/C=C\\C=C\\C=O.[H][H]"
}